A structure of composition IZn, computed with the ωB97M-V functional and the def2-TZVPD basis.

Last column: natural (NBO) charge in e.
Cartesian coordinates (Å):
Zn -0.51731 0.68797 1.00333  0.605
I 0.51731 -0.68797 -1.00333  -0.605

Cartesian forces, eV/Å:
Zn 0.328 -0.436 -0.637
I -0.328 0.436 0.637

As for the expectation value of S²: 0.757. The value obtained for the molecular weight is 192.3 g/mol. Its energy relative to the best compared isomer or geometry (same formula, charge and spin) is 0.0 kcal per mole. As for the HOMO-LUMO gap (alpha / beta): 8.54 / 7.12 eV. The multiplicity is 2. The highest occupied orbital energy (alpha / beta) comes out at -8.43 / -9.42 eV.

***

A structure of composition InNO3 in a non-equilibrium geometry, computed with the ωB97M-V functional and the def2-TZVPD basis.

Last column: natural (NBO) charge in e.
Cartesian coordinates (Å):
In 0.00282 1.95869 -2.64443  1.990
N -0.07512 -0.46199 0.67717  0.683
O -0.32086 -0.00325 -0.41088  -0.163
O 0.81519 0.08368 1.37162  0.230
O -0.42203 -1.57713 1.00652  0.260

Cartesian forces, eV/Å:
In -0.023 0.602 -0.847
N 2.242 -0.494 -0.624
O -0.578 0.206 0.537
O -1.720 -1.176 0.051
O 0.080 0.862 0.883

As for the expectation value of S²: 0.751. The value obtained for the molecular weight is 176.8 g/mol. As for the total charge: +3. Its energy relative to the best compared isomer or geometry (same formula, charge and spin) is 0.0 kcal per mole. As for the HOMO-LUMO gap (alpha / beta): 7.84 / 7.04 eV. The multiplicity is 2. The highest occupied orbital energy (alpha / beta) comes out at -29.62 / -29.73 eV.

***

A structure of composition InO8P2Y2 in a non-equilibrium geometry, computed with the ωB97M-V functional and the def2-TZVPD basis.

Last column: natural (NBO) charge in e.
Cartesian coordinates (Å):
In 13.13159 -10.39194 5.32062  0.999
Y 19.03026 -6.58010 7.29441  1.013
Y 16.19550 -11.33786 12.71262  1.377
P 17.55432 -12.05121 8.18471  2.398
O 17.49250 -13.26396 7.22352  -0.871
O 18.05414 -12.52013 9.53039  -0.871
O 16.24375 -11.51392 8.81829  -0.722
O 17.76122 -10.67801 7.45796  -0.846
P 20.17496 -20.31381 4.83081  2.275
O 21.58008 -20.08659 4.06915  -0.373
O 20.45340 -20.96829 6.13734  -0.553
O 19.19935 -21.18822 4.01699  -0.440
O 19.34105 -18.92582 4.91732  -0.385

Cartesian forces, eV/Å:
In -0.035 -0.145 -0.094
Y 0.131 -0.121 -0.062
Y 0.337 -0.374 -0.708
P -1.169 -1.369 -2.920
O 0.335 2.548 1.431
O 0.949 0.279 1.147
O -0.991 0.490 0.362
O 0.428 -1.274 0.847
P -0.001 1.881 -2.034
O -2.348 -0.659 2.111
O 1.015 0.096 0.012
O 0.325 1.988 0.718
O 1.025 -3.340 -0.811

The value obtained for the molecular weight is 482.6 g/mol. As for the total charge: +3. As for the HOMO-LUMO gap: 1.16 eV. The highest occupied orbital energy comes out at -15.16 eV.

***

A structure of composition LiN3O9Sr in a non-equilibrium geometry, computed with the ωB97M-V functional and the def2-TZVPD basis.

Last column: Löwdin charge in e.
Cartesian coordinates (Å):
Sr 1.46396 1.70411 2.39133  1.725
Li 2.10248 -0.83948 -3.87389  0.911
N -1.34481 -1.58685 -0.42683  -0.624
O -0.94158 -1.52060 0.80431  -0.143
O -1.78248 -2.69463 -0.74062  -0.064
O -1.28773 -0.58394 -1.15108  -0.073
N -1.56397 1.78445 1.24847  -0.554
O -1.03747 1.44337 2.38435  -0.281
O -2.72473 1.92490 1.04987  0.110
O -0.67405 2.26674 0.45022  -0.135
N 1.93497 -0.44840 -0.51727  -0.588
O 2.60323 -1.26705 0.13991  -0.021
O 1.47697 -0.91601 -1.59720  -0.117
O 1.77523 0.73341 -0.16158  -0.149

Cartesian forces, eV/Å:
Sr -2.584 -1.179 -2.534
Li -0.675 -0.056 1.527
N 0.556 -0.431 3.041
O 0.239 1.053 -1.029
O -0.368 0.066 -1.673
O -0.263 -0.510 -0.302
N 3.034 3.018 -0.417
O -0.099 -0.749 0.911
O -0.527 -1.132 0.290
O -0.311 -0.666 0.442
N 1.169 -3.066 -0.564
O -0.218 1.415 0.907
O 0.178 1.614 -1.180
O -0.128 0.623 0.583

The value obtained for the molecular weight is 280.6 g/mol. As for the HOMO-LUMO gap: 3.67 eV. The highest occupied orbital energy comes out at -6.08 eV.

***

A cluster of 2 separate species, N2O3S in total in a non-equilibrium geometry, computed with the ωB97M-V functional and the def2-TZVPD basis.

Last column: natural (NBO) charge in e.
Cartesian coordinates (Å):
N -1.87332 -0.64566 0.72835  -0.087
N -1.55287 0.01152 -0.10059  0.438
O -1.24311 0.69476 -0.97417  -0.350
O 1.59539 -1.16061 -0.36548  -0.825
O 1.07423 0.92035 0.76054  -0.830
S 1.99968 0.17964 -0.04866  1.654

Cartesian forces, eV/Å:
N -0.334 -0.857 1.132
N -0.565 -0.867 1.041
O 0.835 1.696 -2.217
O 0.451 0.242 -0.187
O 0.550 0.214 -0.126
S -0.937 -0.428 0.357

The value obtained for the molecular weight is 108.1 g/mol. Its energy relative to the best compared isomer or geometry (same formula, charge and spin) is 39.3 kcal per mole. As for the HOMO-LUMO gap: 10.52 eV. The highest occupied orbital energy comes out at -11.88 eV.

***

A structure of composition N2O3S in a non-equilibrium geometry, computed with the ωB97M-V functional and the def2-TZVPD basis.

Last column: natural (NBO) charge in e.
Cartesian coordinates (Å):
N -1.93415 -1.28502 -0.19525  0.001
N -1.41712 -0.38510 0.16804  0.432
O -0.92502 0.63874 0.44427  -0.386
O 1.38607 -0.75663 0.45037  -0.885
O 1.53201 1.11215 -1.10160  -0.852
S 1.35822 0.67586 0.23417  1.690

Cartesian forces, eV/Å:
N -0.532 -1.670 -0.175
N -0.631 -0.037 -0.688
O -0.158 1.760 0.903
O 0.015 0.841 -0.008
O -0.004 0.498 -1.018
S 1.311 -1.391 0.986

The value obtained for the molecular weight is 108.1 g/mol. Its energy relative to the best compared isomer or geometry (same formula, charge and spin) is 46.4 kcal per mole. As for the HOMO-LUMO gap: 10.90 eV. The highest occupied orbital energy comes out at -11.44 eV.

***

A cluster of 2 separate species, N2O4S2 in total in a non-equilibrium geometry, computed with the ωB97M-V functional and the def2-TZVPD basis.

Last column: natural (NBO) charge in e.
Cartesian coordinates (Å):
N -1.42566 -1.58783 1.11882  0.405
N 1.60808 1.50132 -0.97868  0.412
O -0.97072 -0.91055 1.97983  -0.320
O -1.99247 -2.64226 1.17738  -0.333
O 1.89385 0.38282 -1.26213  -0.330
O 2.29110 2.48135 -0.92922  -0.334
S -1.32319 -1.05988 -0.55727  0.267
S -0.08100 1.83503 -0.54875  0.235

Cartesian forces, eV/Å:
N 0.222 0.839 -0.987
N -1.293 -0.294 0.318
O 0.207 0.181 0.894
O -0.307 -0.768 0.250
O 0.659 -0.614 -0.279
O 0.535 0.620 -0.055
S 0.807 1.942 -0.267
S -0.830 -1.906 0.127

The value obtained for the molecular weight is 156.1 g/mol. Its energy relative to the best compared isomer or geometry (same formula, charge and spin) is 190.0 kcal per mole. As for the HOMO-LUMO gap: 6.04 eV. The highest occupied orbital energy comes out at -10.55 eV.

***

A structure of composition N2O6Rb in a non-equilibrium geometry, computed with the ωB97M-V functional and the def2-TZVPD basis.

Last column: Löwdin charge in e.
Cartesian coordinates (Å):
Rb -3.43138 -1.19151 -1.54170  0.972
N 1.05456 0.39642 2.52722  -0.767
O 0.45308 0.05111 1.56787  -0.057
O 2.00151 -0.20867 2.54112  -0.029
O 0.88078 1.30765 3.37883  -0.120
N -0.25127 -0.05324 -2.09499  -0.822
O -0.89568 -0.21353 -3.05113  -0.116
O 0.89659 0.00066 -2.31130  0.026
O -0.70818 -0.08889 -1.01593  -0.087

Cartesian forces, eV/Å:
Rb 1.149 0.481 0.002
N -2.448 3.516 0.650
O -8.893 1.594 -4.562
O 13.256 -5.950 4.323
O -1.977 0.803 -0.009
N 2.868 -0.775 0.354
O -7.974 -1.069 -7.311
O 7.284 1.224 0.525
O -3.267 0.178 6.027

The value obtained for the molecular weight is 209.5 g/mol. As for the total charge: -1. Its energy relative to the best compared isomer or geometry (same formula, charge and spin) is 113.4 kcal per mole. As for the HOMO-LUMO gap: 3.26 eV. The highest occupied orbital energy comes out at -2.54 eV.

***

The ion N3O4 with charge -1 in a non-equilibrium geometry, computed with the ωB97M-V functional and the def2-TZVPD basis.

Last column: natural (NBO) charge in e.
Cartesian coordinates (Å):
O 0.04978 1.87297 1.51931  -0.529
N 0.22731 0.88290 0.78976  0.534
O 1.34071 0.30854 0.75038  -0.566
N -0.65972 0.56674 -0.03229  -0.272
N -0.33301 -0.90550 -0.86923  0.604
O -0.45763 -0.87971 -2.06655  -0.382
O -0.16744 -1.84594 -0.09138  -0.388

Cartesian forces, eV/Å:
O -0.840 0.146 0.319
N 3.738 -0.115 0.059
O 0.413 -0.216 0.623
N -3.241 -1.823 -3.041
N 0.159 1.335 3.416
O 0.140 -0.328 0.921
O -0.370 1.000 -2.296

The SMILES is O=[N+]([O-])N=[N+]([O-])[O-]. The value obtained for the molecular weight is 106.0 g/mol. As for the total charge: -1. Its energy relative to the best compared isomer or geometry (same formula, charge and spin) is 45.1 kcal per mole. As for the HOMO-LUMO gap: 9.38 eV. The highest occupied orbital energy comes out at -4.95 eV.

***

A structure of composition N6O18Pb in a non-equilibrium geometry, computed with the ωB97M-V functional and the def2-TZVPD basis.

Last column: natural (NBO) charge in e.
Cartesian coordinates (Å):
Pb 0.20384 -0.02673 -0.00525  1.808
N 2.38167 -1.96540 3.72989  0.721
O 1.19967 -1.77474 3.78943  -0.524
O 3.08270 -2.34162 4.66571  -0.552
O 2.88750 -1.56929 2.66556  -0.592
N -3.84796 -3.87349 1.45638  0.732
O -4.80001 -3.36400 1.96429  -0.563
O -3.73080 -5.04489 1.31820  -0.544
O -2.97010 -3.11056 1.01400  -0.617
N 4.03683 1.95247 -1.54806  0.719
O 5.19240 2.34098 -1.69231  -0.554
O 3.59809 1.00583 -2.17383  -0.547
O 3.29671 2.49882 -0.71894  -0.569
N 0.47389 -3.62302 -3.39100  0.725
O 0.08255 -2.48838 -3.31426  -0.556
O 0.94108 -4.09212 -2.35899  -0.554
O 0.50214 -4.14203 -4.49207  -0.557
N -1.02328 4.03525 3.53780  0.715
O -1.01154 3.13753 2.65963  -0.585
O 0.01321 4.40588 4.13524  -0.565
O -2.09321 4.58261 3.77222  -0.552
N -2.06485 3.33740 -3.79683  0.727
O -1.60658 4.44546 -4.02537  -0.576
O -1.69432 2.71666 -2.82392  -0.580
O -3.04973 2.95742 -4.36761  -0.562

Cartesian forces, eV/Å:
Pb 0.741 -0.046 -0.128
N 1.056 2.026 -1.052
O -3.827 -0.668 1.670
O 0.380 -0.943 0.753
O 2.095 -0.180 -1.832
N 2.039 2.831 -1.400
O -3.927 1.169 2.257
O 0.192 -4.770 -0.196
O 1.676 0.868 -0.657
N -0.165 0.256 0.917
O 1.198 0.503 -0.377
O -0.611 -1.909 -1.419
O -0.900 0.765 1.133
N 1.560 0.289 0.819
O -2.170 4.414 0.130
O 0.658 -2.288 0.883
O 0.018 -2.104 -1.501
N 0.589 -0.143 -0.570
O 0.714 -0.329 0.096
O -0.012 -0.459 -0.241
O -1.292 0.806 0.647
N -0.861 1.472 1.759
O 1.600 1.959 -1.142
O 2.069 -2.077 2.380
O -2.819 -1.442 -2.929

The value obtained for the molecular weight is 579.2 g/mol. As for the total charge: -4. Its energy relative to the best compared isomer or geometry (same formula, charge and spin) is 73.7 kcal per mole. As for the HOMO-LUMO gap: 3.56 eV. The highest occupied orbital energy comes out at 0.44 eV.

***

Let's list DFT total energy in order: -56518.300 -12753.722 -42169.072 -23926.655 -19955.616 -19955.308 -32831.102 -15911.977 -12654.640 -51014.504 eV.